Entry 1:
C18H11AsN4O2S10W as an isolated structure in a non-equilibrium geometry, computed with ωB97M-V/def2-TZVPD.

The max |F| comes out at 1.52 eV Å⁻¹. As for the HOMO energy (alpha / beta): -7.394 / -7.394 eV.

```
! RIJCOSX wB97M-V def2-TZVPD def2/J DEFGRID3
* xyz 0 1
W 0.353 0.328 1.320
O 6.390 -1.853 -1.233
C 5.409 -1.352 -0.766
S 4.341 -0.244 -1.671
C 3.209 0.049 -0.377
C 3.425 -0.627 0.779
S 2.421 -0.464 2.157
S 4.822 -1.679 0.877
S 1.953 1.180 -0.583
O 0.685 -1.046 -0.253
N 0.381 -2.341 -0.364
C 0.883 -2.963 -1.459
C 0.617 -4.282 -1.664
C -0.180 -4.960 -0.725
C -0.667 -4.303 0.371
C -0.369 -2.939 0.572
S -0.879 -1.947 1.838
H 1.479 -2.332 -2.101
H 1.025 -4.775 -2.533
H -0.405 -6.009 -0.869
H -1.279 -4.801 1.109
N -1.705 2.823 -1.363
C -2.402 1.717 -1.846
C -3.346 1.587 -2.855
C -3.866 0.323 -3.057
C -3.463 -0.767 -2.271
C -2.523 -0.629 -1.267
C -1.987 0.638 -1.067
N -1.046 1.110 -0.155
C -0.915 2.400 -0.359
C -0.017 3.126 0.507
C 0.431 4.381 0.419
S 1.622 4.715 1.635
C 1.099 3.205 2.547
N 0.505 2.346 1.541
H -1.765 3.769 -1.697
H -3.663 2.431 -3.453
H -4.607 0.174 -3.831
H -3.906 -1.738 -2.451
H -2.234 -1.459 -0.638
H 0.175 5.110 -0.334
H 1.971 2.732 2.997
S -0.894 2.329 6.791
As 0.650 2.336 5.458
S -0.012 0.216 3.728
S -1.674 0.743 2.718
S -0.043 3.742 3.878
*
```

Atom charges from the natural (NBO) analysis, given in e for atoms 1 to 8: number 1, W, carries 0.87; number 2, O, carries -0.54; number 3, C, carries 0.21; number 4, S, carries 0.35; number 5, C, carries -0.37; number 6, C, carries -0.48; number 7, S, carries 0.22; number 8, S, carries 0.35



Entry 2:
An isolated molecule of C4H3NS in a non-equilibrium geometry, computed with ωB97M-V/def2-TZVPD.

The max |F| comes out at 2.50 eV Å⁻¹. Its SMILES is C1#CNSC=C1. As for the HOMO energy: -7.788 eV.

```
! RIJCOSX wB97M-V def2-TZVPD def2/J DEFGRID3
* xyz 0 1
C -0.799 0.127 1.144
C -0.808 1.159 0.462
N -0.598 1.641 -0.752
S 0.237 0.173 -1.600
C 0.535 -1.002 -0.320
C 0.019 -1.009 0.928
H -0.007 2.466 -0.820
H 1.183 -1.778 -0.691
H 0.238 -1.777 1.650
*
```

Atom charges from the natural (NBO) analysis, given in e for atoms 1 to 8: number 1, C, carries -0.12; number 2, C, carries 0.20; number 3, N, carries -0.69; number 4, S, carries 0.39; number 5, C, carries -0.39; number 6, C, carries -0.27; number 7, H, carries 0.39; number 8, H, carries 0.25



Entry 3:
An isolated molecule of C5H8, computed with ωB97M-V/def2-TZVPD.

The max |F| comes out at 0.43 eV Å⁻¹. As for the HOMO energy (alpha / beta): -7.386 / -7.385 eV.

```
! RIJCOSX wB97M-V def2-TZVPD def2/J DEFGRID3
* xyz 0 1
C -1.272 -0.576 1.162
C -0.050 0.195 0.797
C 1.338 -0.230 -0.686
C 0.049 0.866 -0.409
C -0.587 1.634 -1.266
H -2.145 0.021 0.864
H -1.321 -1.518 0.603
H -1.306 -0.812 2.229
H 0.789 0.194 1.492
H 2.269 0.214 -0.331
H 1.284 -0.235 -1.774
H 1.283 -1.271 -0.354
H -0.331 1.518 -2.325
*
```

Atom charges from the natural (NBO) analysis, given in e for atoms 1 to 8: number 1, C, carries -0.67; number 2, C, carries 0.05; number 3, C, carries -0.57; number 4, C, carries -0.25; number 5, C, carries -0.31; number 6, H, carries 0.25; number 7, H, carries 0.24; number 8, H, carries 0.22



Entry 4:
A 2-piece molecular cluster, C3H8O2S2 overall in a non-equilibrium geometry, computed with ωB97M-V/def2-TZVPD.

The max |F| comes out at 1.60 eV Å⁻¹. Its SMILES is O=CCCSS.O. As for the HOMO energy: -8.756 eV.

```
! RIJCOSX wB97M-V def2-TZVPD def2/J DEFGRID3
* xyz 0 1
O 1.052 2.328 -0.074
C -0.096 2.048 0.124
C -0.578 0.898 0.982
C 0.319 -0.344 0.879
S 0.379 -1.424 2.282
S 1.625 -0.295 3.503
H -0.887 2.645 -0.338
H -0.593 1.248 2.008
H -1.611 0.704 0.705
H 0.016 -0.902 0.008
H 1.311 -0.017 0.557
H 2.505 -1.288 3.675
O -0.963 -2.128 -4.543
H -0.902 -1.172 -4.500
H -1.576 -2.301 -5.268
*
```

Atom charges from the natural (NBO) analysis, given in e for atoms 1 to 8: number 1, O, carries -0.51; number 2, C, carries 0.45; number 3, C, carries -0.53; number 4, C, carries -0.58; number 5, S, carries 0.13; number 6, S, carries -0.15; number 7, H, carries 0.10; number 8, H, carries 0.24



Entry 5:
A 2-piece molecular cluster, C10H13NO3P overall in a non-equilibrium geometry, computed with ωB97M-V/def2-TZVPD.

The max |F| comes out at 3.81 eV Å⁻¹. As for the HOMO energy: -4.117 eV.

```
! RIJCOSX wB97M-V def2-TZVPD def2/J DEFGRID3
* xyz -1 1
C 2.804 -0.812 -2.907
C 2.619 0.544 -2.913
C 2.202 -1.602 -1.910
C 1.683 1.050 -2.009
C 1.171 -1.091 -1.179
C 0.898 0.246 -1.176
C -1.746 2.191 2.160
C -1.488 -2.253 1.202
C -0.113 0.819 -0.176
C -0.528 0.357 2.100
N -1.143 3.212 1.778
O -2.504 -0.771 3.241
O -3.060 -0.040 0.864
O 0.405 0.607 1.080
P -2.040 -0.594 1.848
H 3.415 -1.138 -3.727
H 3.084 1.142 -3.609
H 2.253 -2.662 -1.718
H 1.443 2.132 -1.886
H 0.583 -1.810 -0.558
H -2.788 1.820 2.449
H -2.067 -2.942 1.837
H -1.826 -2.645 0.216
H -0.380 -2.277 1.121
H -0.195 1.816 -0.492
H -1.086 0.348 -0.247
H 0.101 0.228 2.972
H -1.696 4.125 1.638
*
```

Atom charges from the natural (NBO) analysis, given in e for atoms 1 to 8: number 1, C, carries -0.22; number 2, C, carries -0.24; number 3, C, carries -0.23; number 4, C, carries -0.19; number 5, C, carries -0.17; number 6, C, carries -0.03; number 7, C, carries 0.14; number 8, C, carries -1.06



Entry 6:
An isolated molecule of C2H7N3O in a non-equilibrium geometry, computed with ωB97M-V/def2-TZVPD.

The max |F| comes out at 2.99 eV Å⁻¹. Its SMILES is NC(N)NC=O. As for the HOMO energy: -9.125 eV.

```
! RIJCOSX wB97M-V def2-TZVPD def2/J DEFGRID3
* xyz 0 1
N 0.718 -0.840 0.506
C 0.116 0.717 0.284
N 0.793 1.607 -0.548
N -1.123 0.269 -0.209
C -1.219 -1.177 0.071
O -1.622 -1.930 -0.806
H 1.163 -1.228 -0.321
H 1.260 -0.986 1.354
H 0.070 1.083 1.313
H 0.995 1.261 -1.479
H 1.578 2.084 -0.125
H -1.306 0.491 -1.182
H -1.422 -1.350 1.142
*
```

Atom charges from the natural (NBO) analysis, given in e for atoms 1 to 8: number 1, N, carries -0.87; number 2, C, carries 0.31; number 3, N, carries -0.83; number 4, N, carries -0.70; number 5, C, carries 0.55; number 6, O, carries -0.64; number 7, H, carries 0.38; number 8, H, carries 0.37



The following ΔE to the lowest compared entry with this formula, charge and spin values (in kcal/mol) correspond, in order, to the records above: 9.0, 77.2, 119.2, 30.0, 98.5, 53.0.